Record 1
Formula: C5H12N6
Source: OMol25
Level of theory: ωB97M-V/def2-TZVPD

As for the gap between HOMO and LUMO (spin up / spin down): 9.037 / 9.039 eV. The total energy is -525.375207 Eh. Its relative energy (zero: lowest compared OMol25 entry of this formula, charge and spin) is 660.8 kJ/mol. As for the net charge: +2.

XYZ file:
```
23
C5H12N6 ωB97M-V/def2-TZVPD
C -0.014 0.807 -0.316
C 2.369 1.408 -0.970
C -2.180 -2.206 0.394
C -0.845 -0.269 -0.632
C -1.768 -0.746 0.576
N 4.852 1.582 -2.658
N 4.429 0.455 -2.917
N 3.449 1.507 -2.838
N -0.125 1.639 0.660
N 2.987 1.911 0.026
N 1.199 0.881 -1.136
H -1.569 -2.671 -0.306
H -3.305 -2.339 0.329
H -2.125 -2.714 1.383
H -0.172 -1.017 -1.029
H -1.486 0.076 -1.430
H -2.664 -0.165 0.578
H -1.229 -0.625 1.513
H -0.961 1.547 1.387
H 0.386 2.472 0.808
H 3.734 2.660 -0.043
H 2.478 1.933 0.902
H 0.962 0.583 -2.098
```

Okay, here come the Löwdin numbers, in e, for every atom: C -0.22; C -0.16; C -0.07; C -0.09; C -0.19; N 0.12; N 0.15; N 0.09; N 0.30; N 0.21; N 0.15; H 0.05; H 0.12; H 0.10; H 0.15; H 0.18; H 0.11; H 0.11; H 0.24; H 0.14; H 0.19; H 0.13; H 0.19

---

Record 2
Formula: C8H32O8
Source: OMol25
Level of theory: ωB97M-V/def2-TZVPD

As for the gap between HOMO and LUMO: 10.349 eV. The total energy is -925.707517 Eh. Its relative energy (zero: lowest compared OMol25 entry of this formula, charge and spin) is 483.8 kJ/mol. Its structure (SMILES) is CO.CO.CO.CO.CO.CO.CO.CO.

XYZ file:
```
48
C8H32O8 ωB97M-V/def2-TZVPD
C -0.248 2.168 -5.193
O -0.344 1.704 -3.928
H -0.580 3.206 -5.174
H 0.825 2.197 -5.380
H -0.670 1.511 -5.954
H 0.264 0.968 -3.830
C -1.010 5.390 5.124
O 0.123 4.892 5.706
H -1.124 6.472 5.197
H -0.962 5.170 4.058
H -1.919 5.043 5.615
H -0.050 4.650 6.618
C 5.525 -2.189 1.404
O 6.798 -2.224 2.055
H 5.530 -2.985 0.659
H 4.660 -2.257 2.064
H 5.605 -1.351 0.711
H 6.712 -2.744 2.857
C -4.382 4.146 -1.830
O -3.501 3.519 -0.932
H -4.701 3.337 -2.487
H -5.246 4.486 -1.260
H -4.051 4.975 -2.456
H -2.730 3.260 -1.443
C -4.120 -2.629 -1.860
O -3.889 -3.859 -1.116
H -3.890 -1.776 -1.221
H -3.506 -2.544 -2.756
H -5.146 -2.606 -2.229
H -4.521 -3.891 -0.394
C -0.373 -4.673 2.901
O 0.705 -4.033 3.704
H -0.371 -4.255 1.894
H -0.104 -5.724 2.795
H -1.361 -4.525 3.337
H 0.571 -3.087 3.798
C 3.255 -2.190 -4.092
O 1.967 -2.080 -3.446
H 3.912 -2.801 -3.472
H 3.139 -2.693 -5.052
H 3.690 -1.191 -4.101
H 1.488 -2.911 -3.495
C 0.687 0.598 1.707
O 0.737 0.355 3.127
H -0.318 0.984 1.538
H 1.442 1.342 1.452
H 0.909 -0.347 1.211
H 0.572 1.192 3.569
```

Okay, here come the Löwdin numbers, in e, for every atom: C -0.22; O -0.11; H 0.09; H 0.08; H 0.08; H 0.08; C -0.21; O -0.10; H 0.07; H 0.08; H 0.08; H 0.08; C -0.16; O -0.13; H 0.06; H 0.08; H 0.07; H 0.07; C -0.18; O -0.12; H 0.07; H 0.08; H 0.07; H 0.07; C -0.14; O -0.14; H 0.07; H 0.07; H 0.07; H 0.06; C -0.11; O -0.15; H 0.06; H 0.07; H 0.07; H 0.05; C -0.14; O -0.14; H 0.07; H 0.08; H 0.08; H 0.07; C -0.14; O -0.15; H 0.08; H 0.07; H 0.08; H 0.06

---

Record 3
Formula: C44H51NP2PtSi
Source: OMol25
Level of theory: ωB97M-V/def2-TZVPD

As for the gap between HOMO and LUMO (spin up / spin down): 5.024 / 3.616 eV. The total energy is -2853.242862 Eh. Its relative energy (zero: lowest compared OMol25 entry of this formula, charge and spin) is 475.7 kJ/mol. Its spin multiplicity is 3.

XYZ file:
```
100
C44H51NP2PtSi ωB97M-V/def2-TZVPD
Pt -1.882 -2.060 -0.631
C -3.421 -3.036 -1.650
C -3.649 -1.612 -1.625
C -4.651 -0.978 -0.684
C -4.453 -1.379 0.810
C -3.012 -1.755 1.101
C -2.535 -3.112 1.011
C -3.465 -4.245 0.615
C -4.168 -4.003 -0.745
C 0.879 0.930 1.562
H -3.034 -3.454 -2.591
H -3.410 -1.073 -2.545
H -5.686 -1.196 -0.967
H -4.571 0.115 -0.778
H -4.720 -0.499 1.420
H -5.137 -2.191 1.129
H -2.505 -1.091 1.803
H -1.711 -3.379 1.678
H -4.196 -4.434 1.413
H -2.864 -5.166 0.536
H -4.195 -4.972 -1.256
H -5.208 -3.706 -0.572
H 0.682 -0.069 1.145
H 1.851 0.883 2.061
H 0.969 1.662 0.746
P -1.177 0.624 -0.753
P -0.438 1.364 2.715
C -2.083 1.619 0.399
C -1.961 1.508 1.773
C -1.114 1.478 -2.351
C -1.909 1.389 -3.520
C -1.567 2.154 -4.647
C -0.461 3.011 -4.658
C 0.341 3.087 -3.512
C 0.056 2.291 -2.409
C -0.164 -2.320 -1.621
C 0.831 -3.220 -1.200
C 1.129 -4.239 -2.124
C 0.636 -4.156 -3.428
C 0.033 -2.979 -3.881
C -0.292 -1.964 -2.975
C -0.194 2.873 3.648
C -0.212 4.076 2.918
C -0.292 5.300 3.580
C -0.320 5.358 4.978
C -0.237 4.160 5.701
C -0.160 2.924 5.051
C -0.662 -0.066 3.813
C 0.155 -1.209 3.758
C -0.041 -2.257 4.657
C -1.094 -2.216 5.578
C -1.966 -1.122 5.571
C -1.754 -0.051 4.697
H -2.851 2.239 -0.084
H -2.879 1.553 2.382
H -2.784 0.735 -3.572
H -2.177 2.085 -5.548
H -0.213 3.627 -5.529
H 1.201 3.756 -3.469
H 0.784 2.239 -1.590
H 1.244 -3.191 -0.188
H 1.701 -5.118 -1.823
H 0.716 -5.012 -4.093
H -0.252 -2.864 -4.927
H -0.728 -1.008 -3.278
H -0.194 4.030 1.828
H -0.349 6.220 3.003
H -0.390 6.319 5.495
H -0.256 4.196 6.790
H -0.088 1.996 5.626
H 0.936 -1.286 3.004
H 0.622 -3.115 4.637
H -1.235 -3.035 6.284
H -2.813 -1.108 6.256
H -2.453 0.794 4.705
C 4.213 2.401 1.149
Si 4.172 2.124 -0.703
C 3.619 3.645 -1.649
C 5.888 1.668 -1.305
N 3.085 0.843 -1.064
C 3.232 -0.200 -1.861
C 2.915 -0.123 -3.262
C 3.174 -1.181 -4.118
C 3.715 -2.377 -3.629
C 4.030 -2.493 -2.266
C 3.763 -1.452 -1.392
H 5.225 2.722 1.449
H 3.979 1.472 1.690
H 3.500 3.178 1.467
H 4.483 4.296 -1.840
H 3.184 3.364 -2.616
H 2.868 4.224 -1.097
H 6.174 0.663 -0.963
H 5.927 1.663 -2.404
H 6.636 2.385 -0.938
H 2.481 0.811 -3.624
H 2.942 -1.089 -5.181
H 3.852 -3.236 -4.289
H 4.455 -3.422 -1.881
H 3.954 -1.534 -0.320
```

Löwdin population analysis, charges in e, atoms 1 to 99: Pt 1.20; C -0.26; C -0.30; C -0.19; C -0.17; C -0.31; C -0.31; C -0.19; C -0.18; C -0.23; H 0.11; H 0.08; H 0.11; H 0.10; H 0.11; H 0.11; H 0.07; H 0.10; H 0.11; H 0.11; H 0.11; H 0.11; H 0.03; H 0.05; H 0.03; P 0.97; P 0.99; C -0.41; C -0.34; C -0.44; C -0.11; C -0.10; C -0.08; C -0.09; C -0.12; C -0.34; C -0.08; C -0.08; C -0.08; C -0.08; C -0.11; C -0.30; C -0.07; C -0.07; C -0.07; C -0.07; C -0.07; C -0.31; C -0.07; C -0.07; C -0.07; C -0.07; C -0.10; H 0.06; H 0.07; H 0.08; H 0.10; H 0.10; H 0.09; H 0.06; H 0.11; H 0.11; H 0.11; H 0.11; H 0.08; H 0.11; H 0.11; H 0.11; H 0.11; H 0.11; H 0.10; H 0.11; H 0.11; H 0.11; H 0.11; C -0.20; Si 0.32; C -0.19; C -0.19; N -0.07; C -0.44; C -0.06; C -0.14; C -0.16; C -0.15; C -0.08; H 0.02; H 0.01; H 0.01; H 0.02; H 0.00; H 0.02; H 0.03; H 0.03; H 0.02; H 0.09; H 0.09; H 0.08; H 0.09

---

Record 4
Formula: C7H11GdO6
Source: OMol25
Level of theory: ωB97M-V/def2-TZVPD

As for the gap between HOMO and LUMO (spin up / spin down): 7.243 / 3.795 eV. The total energy is -1489.669528 Eh. Its relative energy (zero: lowest compared OMol25 entry of this formula, charge and spin) is 52.6 kJ/mol. As for the net charge: +2. Its spin multiplicity is 8.

XYZ file:
```
25
C7H11GdO6 ωB97M-V/def2-TZVPD
O 2.202 -1.947 1.843
O 4.029 -1.229 0.763
O 2.996 0.058 2.249
C 3.075 -1.051 1.643
C 5.384 -1.011 1.158
H 5.753 -1.930 1.624
H 5.571 -0.194 1.863
H 5.916 -0.738 0.241
Gd 0.936 -0.605 3.370
C -1.873 -0.518 2.081
H -2.411 -1.455 1.974
C -1.209 0.520 1.449
H -1.355 1.563 1.740
O -2.377 -1.210 -0.387
C -1.875 -0.136 -0.683
O -0.933 0.426 0.097
O -2.516 0.805 -1.305
C -2.074 1.114 -2.651
C -3.301 1.379 -3.484
H -1.498 0.262 -3.033
H -1.417 1.991 -2.586
H -3.882 0.452 -3.576
H -3.019 1.711 -4.492
H -3.937 2.146 -3.024
H -2.183 -0.403 3.126
```

Okay, here come the Löwdin numbers, in e, for every atom: O -0.09; O 0.04; O -0.10; C -0.77; C 0.01; H 0.12; H 0.11; H 0.12; Gd 2.13; C 0.08; H 0.12; C -0.14; H 0.17; O 0.18; C -0.55; O 0.09; O 0.07; C -0.17; C -0.04; H 0.14; H 0.14; H 0.10; H 0.10; H 0.10; H 0.08

---

Record 5
Formula: C8H12N4O
Source: OMol25
Level of theory: ωB97M-V/def2-TZVPD

As for the gap between HOMO and LUMO: 8.063 eV. The total energy is -605.557618 Eh. Its relative energy (zero: lowest compared OMol25 entry of this formula, charge and spin) is 282.1 kJ/mol. As for the net charge: +2. Its structure (SMILES) is [NH2+]=C1N=CCNC2=C[C@@H]3[NH2+][C@@H]3O[C@H]12.

XYZ file:
```
25
C8H12N4O ωB97M-V/def2-TZVPD
N 2.256 1.852 1.156
C 1.536 0.797 0.791
N 1.945 -0.404 0.945
C 1.517 -1.588 1.076
C 0.220 -2.035 1.754
N -0.704 -0.900 1.717
C -0.834 -0.154 0.512
C -1.760 -0.471 -0.447
C -1.788 0.200 -1.710
N -0.656 0.013 -2.684
C -0.846 1.268 -1.902
O 0.107 1.561 -1.041
C 0.083 1.062 0.405
H 1.907 2.736 0.722
H 3.244 1.896 1.271
H 2.190 -2.456 0.822
H -0.370 -2.902 1.267
H 0.238 -2.519 2.822
H -0.571 -0.294 2.601
H -2.585 -1.284 -0.452
H -2.784 0.386 -2.191
H -0.982 -0.208 -3.605
H -0.001 -0.728 -2.318
H -1.062 2.162 -2.468
H -0.300 2.008 0.958
```

Okay, here come the Löwdin numbers, in e, for every atom: N 0.27; C -0.25; N 0.20; C 0.02; C -0.12; N -0.01; C -0.19; C 0.06; C -0.16; N 0.25; C -0.26; O 0.02; C -0.05; H 0.17; H 0.15; H 0.16; H 0.17; H 0.19; H 0.19; H 0.18; H 0.20; H 0.18; H 0.21; H 0.20; H 0.21